(1)
A 2-piece molecular cluster, C3H4NO overall at a distorted geometry. Source: OMol25; level of theory: ωB97M-V with the def2-TZVPD basis set.

```
! wB97M-V def2-TZVPD RIJCOSX def2/J DEFGRID3
* xyz -1 1
C 0.676 -0.301 -0.128
C 0.763 0.642 -1.022
C 0.179 -1.295 0.693
N 1.521 -1.137 0.651
O -1.553 -0.527 1.810
H 1.688 1.131 -1.465
H -0.198 0.842 -1.601
H -0.892 0.010 2.333
H -0.447 -2.170 0.668
*
```

Properties
LUMO ... 4.587 eV
HOMO energy ... -3.312 eV
E_tot ... -6709.885 eV
Energy relative to the best compared isomer or geometry (same formula, charge and spin) ... 20.82 kcal/mol
Frontier orbital gap ... 7.90 eV


(2)
One molecule with the formula C4H7NO2 at a distorted geometry. Source: OMol25; level of theory: ωB97M-V with the def2-TZVPD basis set.

```
! wB97M-V def2-TZVPD RIJCOSX def2/J DEFGRID3
* xyz 0 1
C 0.121 0.671 -1.938
C 0.296 0.133 -0.722
N 0.766 -1.143 -0.499
O -0.107 -1.962 0.317
C -0.325 0.884 0.469
C -0.062 0.436 1.887
O -0.891 1.960 0.276
H 0.419 0.155 -2.844
H -0.378 1.627 -2.071
H 1.051 -1.628 -1.352
H -0.865 -2.165 -0.264
H 0.769 -0.265 1.965
H -0.978 -0.014 2.277
H 0.184 1.311 2.497
*
```

Properties
LUMO ... 0.337 eV
HOMO energy ... -9.055 eV
E_tot ... -9843.881 eV
Energy relative to the best compared isomer or geometry (same formula, charge and spin) ... 78.38 kcal/mol
Frontier orbital gap ... 9.39 eV
SMILES ... C=C(NO)C(C)=O


Look up the LUMO of the second one.
0.337 eV


The lowest E_tot belongs to which entry?
C4H7NO2


Look up the LUMO of the first one.
4.587 eV